Entry 1:
# C6H7Br6F3O2

A molecular structure, C6H7Br6F3O2 in a non-equilibrium geometry (ωB97M-V/def2-TZVPD, the OMol25 dataset).

The energy relative to the best compared isomer or geometry (same formula, charge and spin) comes out at 8.400 eV. The total energy comes out at -438829.097 eV. Its orbital gap is 0.297 Eh. Its multiplicity is 1.

Each line ends with the Mulliken charge.
Element x y z (Å)
C (-1.512, -0.376, -1.815)  -0.341
Br (0.125, -0.658, -2.945)  -0.099
Br (-3.190, -0.789, -2.896)  -0.064
Br (-1.763, 1.511, -1.317)  0.138
H (-1.477, -0.954, -0.892)  0.267
C (-3.047, -2.153, 1.713)  -0.564
Br (-3.663, -0.696, 2.892)  -0.038
Br (-2.403, -1.411, 0.014)  0.262
Br (-4.455, -3.444, 1.417)  -0.051
H (-2.307, -2.696, 2.300)  0.387
C (1.644, -0.894, -1.110)  -1.275
C (1.253, -0.510, 0.363)  0.115
O (1.899, 0.690, 0.743)  -0.307
C (1.372, 1.895, 0.441)  0.364
O (0.286, 2.051, -0.110)  -0.439
C (2.331, 3.092, 0.894)  0.795
F (1.899, 3.529, 2.061)  -0.246
F (3.574, 2.590, 1.146)  -0.257
F (2.447, 4.057, 0.062)  -0.218
H (2.722, -1.047, -1.164)  0.448
H (1.373, -0.205, -1.910)  0.341
H (1.143, -1.828, -1.367)  0.401
H (1.575, -1.333, 1.001)  0.330
H (0.174, -0.421, 0.482)  0.051

Entry 2:
# C6H7BrN2

2 unconnected molecules or ions with the total composition C6H7BrN2 in a non-equilibrium geometry (ωB97M-V/def2-TZVPD, the OMol25 dataset).

The energy relative to the best compared isomer or geometry (same formula, charge and spin) comes out at 2.497 eV. The total energy comes out at -79354.187 eV. Its orbital gap (spin up / spin down) is 0.215 / 0.259 Eh. Its multiplicity is 1.

Each line ends with the Mulliken charge.
Element x y z (Å)
C (-2.035, 1.039, -0.313)  -0.511
C (-1.259, -0.168, -0.218)  -0.348
C (-1.510, 2.268, -0.063)  -0.323
C (0.650, 1.414, 0.190)  -0.007
C (0.167, -0.009, 0.092)  0.759
C (1.114, -2.375, 0.210)  -0.867
N (-0.156, 2.357, 0.066)  -0.481
N (0.942, -0.946, 0.472)  -0.364
Br (3.551, 0.032, -0.535)  -0.202
H (-3.083, 0.950, -0.390)  0.384
H (-1.654, -1.118, -0.187)  0.488
H (-1.911, 3.238, -0.098)  0.450
H (1.794, 1.662, 0.164)  0.079
H (2.096, -2.754, 0.679)  0.300
H (0.286, -2.907, 0.805)  0.338
H (1.009, -2.682, -0.873)  0.304

Entry 3:
# C6H7BrN2S

C6H7BrN2S in the gas phase in a non-equilibrium geometry (ωB97M-V/def2-TZVPD, the OMol25 dataset).

The energy relative to the best compared isomer or geometry (same formula, charge and spin) comes out at 5.298 eV. The total energy comes out at -90186.557 eV. Its orbital gap (spin up / spin down) is 0.237 / 0.266 Eh. Its multiplicity is 1.

Each line ends with the Mulliken charge.
Element x y z (Å)
C (-1.459, -1.300, 0.946)  -0.195
C (-2.162, -0.230, 0.112)  0.083
C (-1.650, 0.937, -0.159)  0.036
C (1.625, -2.829, -1.111)  -0.754
C (1.836, -1.887, -0.053)  0.055
C (-0.661, 3.390, -0.212)  -0.785
N (-0.224, -1.577, 0.929)  0.066
N (0.916, -1.322, 0.623)  -0.406
S (-0.182, 1.620, -0.482)  0.027
Br (-4.009, -0.635, 0.033)  -0.189
H (-2.111, -1.946, 1.573)  0.338
H (2.473, -3.230, -1.639)  0.291
H (0.666, -3.317, -1.436)  0.258
H (2.804, -1.399, -0.127)  0.319
H (-1.720, 3.377, 0.191)  0.257
H (-0.744, 3.665, -1.254)  0.299
H (0.098, 3.944, 0.450)  0.301

Entry 4:
# C6H7BrNO

A gas-phase ion, C6H7BrNO (charge -1) in a non-equilibrium geometry (ωB97M-V/def2-TZVPD, the OMol25 dataset).

The energy relative to the best compared isomer or geometry (same formula, charge and spin) comes out at 0.699 eV. The net charge is -1. The total energy comes out at -79911.516 eV. Its orbital gap is 0.275 Eh. Its multiplicity is 1.

Each line ends with the Mulliken charge.
Element x y z (Å)
C (1.141, -1.780, -0.742)  0.008
C (-0.014, -1.318, -1.409)  -0.379
C (1.918, -1.119, 0.183)  -0.545
C (-0.979, -0.371, -1.219)  -0.379
C (-0.275, 0.850, 0.632)  0.323
C (-0.469, 2.049, 1.515)  -1.155
N (-1.005, 0.790, -0.416)  0.538
O (-1.852, 1.655, -0.766)  -0.793
Br (3.308, -2.413, 1.042)  -0.426
H (1.352, -2.875, -1.089)  0.209
H (-0.442, -2.111, -2.088)  0.177
H (0.571, 0.156, 0.890)  0.192
H (-1.723, -0.155, -1.974)  0.360
H (0.521, 2.212, 2.064)  0.296
H (-1.106, 1.566, 2.336)  0.210
H (-0.947, 2.864, 1.042)  0.365

Entry 5:
# C6H7Cl

A molecular structure, C6H7Cl in a non-equilibrium geometry (ωB97M-V/def2-TZVPD, the OMol25 dataset).

The energy relative to the best compared isomer or geometry (same formula, charge and spin) comes out at 5.968 eV. The total energy comes out at -18851.093 eV. Its orbital gap is 0.292 Eh. Its multiplicity is 1.

Each line ends with the Mulliken charge.
Element x y z (Å)
C (0.977, 0.215, -0.541)  -0.097
C (2.729, -0.632, -0.642)  0.011
C (0.322, -1.012, 0.154)  -0.469
C (-1.181, -0.522, 0.539)  -0.942
C (-1.428, 0.797, -0.151)  -0.454
C (-0.003, 1.218, -0.553)  -0.301
Cl (4.011, 0.283, -0.129)  0.001
H (0.329, -1.992, -0.390)  0.355
H (0.889, -1.069, 1.196)  0.248
H (-1.895, -1.204, 0.373)  0.415
H (-1.173, -0.544, 1.601)  0.297
H (-1.932, 0.568, -1.036)  0.275
H (-1.853, 1.608, 0.432)  0.340
H (0.209, 2.285, -0.855)  0.320

Entry 6:
# C6H7Cl2CuNO6

A molecular structure, C6H7Cl2CuNO6 in a non-equilibrium geometry (ωB97M-V/def2-TZVPD, the OMol25 dataset).

The net charge is -1. The expectation value of S² is 2.017. The total energy comes out at -89795.606 eV. Its orbital gap (spin up / spin down) is 0.299 / 0.166 Eh. Its multiplicity is 3.

Each line ends with the Mulliken charge.
Element x y z (Å)
Cu (0.248, 0.386, 0.161)  0.565
Cl (0.163, 2.821, -0.844)  -0.447
Cl (2.612, -0.298, 1.336)  -0.688
O (1.515, 1.784, 3.696)  -0.427
C (0.376, 2.210, 3.160)  0.733
O (-0.086, 1.551, 2.212)  -0.136
O (-0.173, 3.268, 3.488)  -0.402
H (1.928, 1.218, 3.040)  0.246
O (-4.066, 0.028, 0.687)  -0.498
C (-3.046, 0.719, 0.189)  0.575
O (-3.138, 1.880, -0.248)  -0.702
O (-1.919, 0.217, 0.163)  -0.386
H (-3.427, -0.663, 0.876)  0.318
N (1.996, -1.901, -1.852)  0.036
C (0.991, -2.507, -1.142)  -0.674
C (-0.195, -1.683, -1.258)  -0.164
C (0.164, -0.632, -2.110)  -0.506
C (1.501, -0.678, -2.393)  -0.379
H (2.923, -2.249, -2.051)  0.193
H (1.187, -3.491, -0.743)  0.385
H (-1.137, -2.049, -0.878)  0.430
H (-0.529, 0.117, -2.465)  0.533
H (2.110, -0.046, -3.023)  0.394

Entry 7:
# C6H7ClN2

2 unconnected molecules or ions with the total composition C6H7ClN2 in a non-equilibrium geometry (ωB97M-V/def2-TZVPD, the OMol25 dataset).

The energy relative to the best compared isomer or geometry (same formula, charge and spin) comes out at 2.362 eV. The total energy comes out at -21834.830 eV. Its orbital gap is 0.347 Eh. As for the structure (SMILES): Cn1ccnc1.C#CCl. Its multiplicity is 1.

Each line ends with the Mulliken charge.
Element x y z (Å)
C (-0.034, 0.685, -1.801)  -0.792
N (0.713, 0.129, -0.665)  0.144
C (0.615, 0.637, 0.628)  -0.270
C (1.379, -0.143, 1.421)  -0.500
N (1.914, -1.187, 0.690)  -0.611
C (1.532, -1.058, -0.550)  -0.089
H (-1.154, 0.500, -1.681)  0.287
H (0.119, 1.817, -1.989)  0.276
H (0.325, 0.207, -2.755)  0.290
H (0.118, 1.569, 0.779)  0.464
H (1.457, 0.071, 2.455)  0.384
H (1.562, -1.679, -1.351)  0.420
C (-1.917, -1.204, 1.524)  -0.478
C (-2.748, -0.483, 1.936)  0.302
Cl (-3.956, 0.495, 2.310)  -0.203
H (-1.297, -1.886, 1.002)  0.377

Entry 8:
# C6H7ClN2O2

C6H7ClN2O2 in the gas phase in a non-equilibrium geometry (ωB97M-V/def2-TZVPD, the OMol25 dataset).

The energy relative to the best compared isomer or geometry (same formula, charge and spin) comes out at 6.074 eV. The total energy comes out at -25926.843 eV. Its orbital gap is 0.327 Eh. As for the structure (SMILES): N=C=C/C=C\[C@@H](Cl)/C=[N+](\[O-])O. Its multiplicity is 1.

Each line ends with the Mulliken charge.
Element x y z (Å)
N (1.880, -0.713, 1.923)  -0.425
C (2.127, -0.008, 0.992)  0.325
C (2.405, 0.877, 0.048)  -0.842
C (1.403, 1.476, -0.896)  -0.272
C (0.079, 1.370, -0.930)  -0.389
C (-0.751, 0.690, 0.081)  0.798
Cl (-1.990, 1.931, 0.538)  -0.209
C (-1.552, -0.409, -0.537)  -0.727
N (-1.678, -1.499, 0.108)  0.889
O (-1.095, -1.824, 1.122)  -0.722
O (-2.636, -2.346, -0.435)  -0.520
H (1.917, -1.682, 1.829)  0.276
H (3.415, 0.927, 0.019)  0.391
H (1.925, 2.006, -1.688)  0.333
H (-0.324, 2.040, -1.749)  0.223
H (-0.001, 0.346, 0.964)  0.156
H (-2.024, -0.168, -1.503)  0.351
H (-3.100, -3.012, 0.115)  0.363

Entry 9:
# C6H7ClN2OS

2 unconnected molecules or ions with the total composition C6H7ClN2OS in a non-equilibrium geometry (ωB97M-V/def2-TZVPD, the OMol25 dataset).

The energy relative to the best compared isomer or geometry (same formula, charge and spin) comes out at 4.421 eV. The total energy comes out at -34715.133 eV. Its orbital gap (spin up / spin down) is 0.271 / 0.299 Eh. Its multiplicity is 1.

Each line ends with the Mulliken charge.
Element x y z (Å)
C (-1.730, -0.562, -0.982)  -0.314
C (-1.581, 0.594, -0.288)  -0.665
C (-1.885, -1.733, -0.264)  -0.283
C (-1.432, 0.521, 1.061)  0.580
C (-1.718, -0.677, 1.691)  0.057
C (2.760, 1.088, 0.424)  -0.886
N (-1.989, -1.718, 1.021)  -0.435
N (1.117, 0.404, -1.364)  -0.513
O (1.672, -1.346, 0.444)  -0.607
S (1.272, 0.045, 0.059)  0.814
Cl (-1.158, 1.861, 2.116)  -0.181
H (-1.590, -0.605, -2.090)  0.572
H (-1.346, 1.492, -0.810)  0.340
H (-1.818, -2.809, -0.658)  0.307
H (3.050, 0.795, 1.481)  0.314
H (3.448, 0.866, -0.335)  0.325
H (2.309, 2.127, 0.375)  0.305
H (0.620, -0.343, -1.881)  0.271

Entry 10:
# C6H7ClO

C6H7ClO in the gas phase in a non-equilibrium geometry (ωB97M-V/def2-TZVPD, the OMol25 dataset).

The energy relative to the best compared isomer or geometry (same formula, charge and spin) comes out at 1.577 eV. The total energy comes out at -20903.957 eV. Its orbital gap is 0.350 Eh. As for the structure (SMILES): C=CC(=O)/C(Cl)=C/C. Its multiplicity is 1.

Each line ends with the Mulliken charge.
Element x y z (Å)
C (-0.353, 0.186, -3.124)  -0.741
C (0.029, 0.321, -1.832)  -0.265
C (-0.958, 0.573, -0.725)  0.530
O (-2.041, 1.071, -0.955)  -0.550
C (-0.521, 0.385, 0.709)  0.426
Cl (-1.552, 1.138, 1.853)  -0.175
C (0.464, -0.423, 1.105)  -0.136
C (0.911, -0.655, 2.546)  -1.233
H (0.268, -0.068, -3.950)  0.299
H (-1.390, 0.373, -3.253)  0.280
H (1.053, 0.293, -1.505)  0.314
H (1.042, -0.984, 0.339)  0.287
H (0.458, 0.039, 3.229)  0.353
H (0.599, -1.653, 2.855)  0.294
H (1.992, -0.598, 2.707)  0.316

Entry 11:
# C6H7ClS

C6H7ClS in the gas phase in a non-equilibrium geometry (ωB97M-V/def2-TZVPD, the OMol25 dataset).

The energy relative to the best compared isomer or geometry (same formula, charge and spin) comes out at 1.853 eV. The total energy comes out at -29690.634 eV. Its orbital gap is 0.324 Eh. As for the structure (SMILES): C/C=C1/SCC=C1Cl. Its multiplicity is 1.

Each line ends with the Mulliken charge.
Element x y z (Å)
C (-2.191, 1.602, 0.057)  -1.121
C (-0.691, 1.757, 0.023)  0.118
C (0.154, 0.755, 0.062)  0.145
S (1.917, 0.878, -0.068)  -0.171
C (2.221, -0.917, 0.156)  -0.347
C (0.837, -1.479, -0.149)  -0.633
C (-0.139, -0.661, -0.046)  0.175
Cl (-1.750, -1.352, -0.012)  -0.237
H (-2.730, 2.530, 0.418)  0.307
H (-2.540, 0.558, 0.674)  0.250
H (-2.689, 1.364, -0.929)  0.292
H (-0.291, 2.833, -0.167)  0.228
H (2.490, -1.166, 1.321)  0.244
H (3.157, -1.062, -0.564)  0.307
H (0.549, -2.465, -0.090)  0.443

Entry 12:
# C6H7CuMgO6

A molecular structure, C6H7CuMgO6 in a non-equilibrium geometry (ωB97M-V/def2-TZVPD, the OMol25 dataset).

The energy relative to the best compared isomer or geometry (same formula, charge and spin) comes out at 0.000 eV. The net charge is +1. The expectation value of S² is 0.754. The total energy comes out at -68699.596 eV. Its orbital gap (spin up / spin down) is 0.204 / 0.279 Eh. Its multiplicity is 2.

Each line ends with the Mulliken charge.
Element x y z (Å)
Mg (2.842, -0.381, 1.127)  1.049
O (1.297, 1.127, 1.170)  -0.709
O (0.823, 1.923, -0.896)  -0.338
C (-0.520, 2.278, -0.527)  -0.439
C (-1.499, 1.184, -0.943)  -0.443
O (2.667, 0.783, -0.507)  -0.804
C (1.602, 1.283, -0.052)  1.304
H (-0.571, 2.481, 0.548)  0.289
H (-0.740, 3.195, -1.082)  0.355
H (-1.392, 0.958, -2.009)  0.262
H (-2.516, 1.557, -0.759)  0.362
Cu (0.132, -0.270, 2.340)  0.569
O (-1.496, -0.068, 1.099)  -0.711
O (-0.878, -1.092, -0.786)  -0.356
C (-0.494, -2.411, -0.024)  -0.532
C (0.924, -2.392, 0.348)  -0.132
O (1.351, -1.602, 1.329)  -0.619
C (-1.313, -0.065, -0.118)  0.873
H (-1.173, -2.474, 0.835)  0.321
H (-0.711, -3.187, -0.762)  0.324
H (1.664, -2.827, -0.333)  0.375

Entry 13:
# C6H7CuO6

A molecular structure, C6H7CuO6 in a non-equilibrium geometry (ωB97M-V/def2-TZVPD, the OMol25 dataset).

The energy relative to the best compared isomer or geometry (same formula, charge and spin) comes out at 0.698 eV. The total energy comes out at -63256.711 eV. Its orbital gap is 0.292 Eh. Its multiplicity is 1.

Each line ends with the Mulliken charge.
Element x y z (Å)
Cu (0.882, 1.218, 2.267)  0.547
O (2.075, -0.441, 1.077)  -0.595
O (1.980, -0.263, -1.106)  -0.369
O (3.457, 0.993, 0.011)  -0.613
C (2.576, 0.161, 0.024)  0.837
C (1.149, -1.401, -0.862)  -0.698
C (0.548, -1.277, 0.533)  0.103
H (0.374, -1.408, -1.636)  0.312
H (1.801, -2.285, -0.851)  0.343
H (0.340, -2.287, 0.906)  0.586
O (-0.460, -0.496, 2.037)  -0.908
O (-0.240, 1.031, 0.284)  -0.324
C (-1.246, 1.498, -0.604)  -0.454
C (-2.422, 0.586, -0.283)  -0.399
O (-1.781, -0.633, 0.080)  -0.418
C (-0.591, -0.303, 0.735)  0.921
H (-1.446, 2.554, -0.387)  0.273
H (-0.906, 1.382, -1.645)  0.268
H (-3.077, 0.397, -1.141)  0.304
H (-3.014, 0.973, 0.561)  0.281

Entry 14:
# C6H7F

2 unconnected molecules or ions with the total composition C6H7F in a non-equilibrium geometry (ωB97M-V/def2-TZVPD, the OMol25 dataset).

The energy relative to the best compared isomer or geometry (same formula, charge and spin) comes out at 4.789 eV. The total energy comes out at -9047.065 eV. Its orbital gap is 0.389 Eh. As for the structure (SMILES): C[C@H]1C=C1F.C#C. Its multiplicity is 1.

Each line ends with the Mulliken charge.
Element x y z (Å)
C (-1.700, -0.644, 0.183)  -1.085
C (-1.069, 0.483, 0.918)  -0.222
C (0.487, 0.616, 1.044)  -0.309
C (-0.045, 1.416, 0.222)  0.315
F (0.057, 2.405, -0.626)  -0.252
H (-2.545, -0.279, -0.361)  0.316
H (-2.051, -1.502, 0.939)  0.259
H (-0.988, -1.063, -0.462)  0.311
H (-1.750, 0.950, 1.621)  0.352
H (1.297, 0.396, 1.790)  0.309
C (3.068, 1.157, -0.789)  -0.371
C (2.418, 0.500, -1.570)  -0.371
H (3.727, 1.718, -0.260)  0.396
H (1.867, -0.079, -2.327)  0.351